DFT (ωB97M-V/def2-TZVPD) results for a cluster of 5 separate species, C57H105F2N8O3S2 in total at a distorted geometry.

Positions of all 177 atoms, in Å:
S1 -3.83 3.49 2.39
S2 -4.40 6.22 1.32
F1 -2.07 2.65 6.64
F2 5.37 7.42 -0.97
O1 0.11 4.50 5.22
O2 -2.90 4.37 5.61
O3 0.86 -0.13 -0.81
N1 -1.44 2.98 4.50
N2 7.90 -8.85 3.82
N3 -6.22 -1.95 -9.67
N4 -0.76 -0.92 0.60
N5 -1.16 -0.73 -4.13
N6 0.11 5.31 2.40
N7 -5.74 4.13 0.58
N8 3.42 -2.97 4.77
C1 9.38 -6.76 3.68
C2 7.17 -8.45 5.00
C3 4.88 -0.87 4.62
C4 8.42 -7.76 3.01
C5 -3.81 -2.30 -9.22
C6 6.02 -7.49 4.70
C7 -6.81 1.86 0.48
C8 -3.52 2.68 -2.13
C9 -2.20 3.44 5.59
C10 2.66 -2.56 5.93
C11 0.47 1.38 2.32
C12 -5.12 3.86 -0.72
C13 -3.01 6.57 2.40
C14 -1.69 -0.15 -5.35
C15 0.46 -1.01 -0.09
C16 -0.69 0.44 2.72
C17 0.42 3.92 2.96
C18 -1.03 5.38 1.41
C19 1.52 -1.62 5.59
C20 -0.60 -0.92 2.07
C21 1.31 5.98 1.78
C22 1.91 3.93 3.34
C23 5.49 -3.84 6.01
C24 2.29 5.03 1.10
C25 -8.03 2.40 2.94
C26 -5.49 4.63 -1.79
C27 -0.79 -3.09 -5.05
C28 -7.21 3.34 2.33
C29 -7.38 -0.26 -11.21
C30 4.44 6.60 -1.59
C31 9.98 -9.75 5.01
C32 -1.74 6.75 1.51
C33 -6.50 -1.44 -8.34
C34 -1.64 0.12 0.07
C35 -4.88 4.43 -3.03
C36 -4.69 4.51 1.47
C37 0.05 2.83 1.97
C38 -4.13 2.89 -0.91
C39 -3.17 -0.43 -5.56
C40 -6.58 3.08 1.11
C41 -3.89 3.47 -3.21
C42 2.79 3.95 2.09
C43 -7.63 0.92 1.10
C44 4.13 5.43 -0.68
C45 0.16 -0.23 -3.78
C46 8.80 -9.96 4.05
C47 -6.26 0.05 -8.08
C48 3.47 5.92 0.63
C49 -0.30 3.84 4.32
C50 -4.87 -1.75 -10.16
C51 -7.24 -1.69 -10.68
C52 -8.23 1.17 2.33
C53 1.20 -2.31 0.07
C54 -1.35 -2.16 -3.97
C55 1.33 -0.54 -4.73
C56 3.95 -1.89 3.95
C57 4.33 -4.07 5.03
H1 9.02 -6.44 4.66
H2 -8.85 0.43 2.81
H3 0.38 -1.34 2.29
H4 5.44 -7.31 5.61
H5 -1.79 -0.09 -0.99
H6 4.46 -2.33 3.09
H7 4.90 6.24 -2.50
H8 -1.02 2.82 1.80
H9 -7.52 -1.70 -8.08
H10 9.46 -5.86 3.05
H11 2.13 4.76 4.00
H12 -0.58 5.30 0.43
H13 -8.49 2.67 3.88
H14 6.37 -6.53 4.34
H15 -3.45 3.37 -4.19
H16 -7.86 0.40 -10.48
H17 -3.21 7.49 2.94
H18 0.29 -3.22 -4.96
H19 -1.79 4.64 1.60
H20 -5.19 5.07 -3.85
H21 1.82 6.53 2.56
H22 -3.53 0.13 -6.43
H23 -7.07 0.67 -8.48
H24 0.51 -3.07 0.41
H25 1.85 4.56 0.22
H26 2.78 2.96 1.64
H27 -6.42 0.18 -11.49
H28 -1.24 -4.08 -4.96
H29 1.61 -2.63 -0.88
H30 -3.38 -1.48 -5.76
H31 -1.13 -0.47 -6.24
H32 9.67 -9.29 5.94
H33 6.75 -9.35 5.46
H34 7.58 -7.20 2.60
H35 5.05 4.89 -0.46
H36 -4.65 -0.69 -10.36
H37 1.88 -0.65 5.22
H38 -2.87 5.78 3.14
H39 3.55 7.18 -1.81
H40 -1.67 0.91 2.60
H41 4.74 -4.42 4.08
H42 0.42 -0.59 -2.78
H43 -2.42 -2.35 -3.89
H44 -1.09 2.06 4.77
H45 3.42 4.81 -1.21
H46 0.08 0.86 -3.69
H47 1.65 -1.58 -4.65
H48 3.11 -1.34 3.52
H49 3.73 -4.91 5.41
H50 2.14 3.04 3.91
H51 1.22 1.33 3.10
H52 -3.76 -0.11 -4.69
H53 -1.24 1.13 0.15
H54 9.19 -10.30 3.08
H55 3.29 -2.08 6.70
H56 5.94 -4.79 6.28
H57 4.51 -0.53 5.59
H58 -7.06 4.30 2.80
H59 0.92 -1.42 6.47
H60 -6.36 1.64 -0.47
H61 4.97 0.02 3.98
H62 -6.23 0.23 -7.00
H63 1.08 -0.33 -5.77
H64 3.09 6.93 0.46
H65 -6.24 5.39 -1.66
H66 -5.32 0.41 -8.50
H67 -0.95 -2.46 -3.00
H68 7.81 -7.99 5.77
H69 6.28 -3.23 5.56
H70 3.80 4.16 2.41
H71 -7.04 -2.35 -11.53
H72 1.97 -2.23 0.84
H73 2.19 0.08 -4.46
H74 -3.83 2.28 -0.07
H75 -1.09 7.50 1.95
H76 -1.00 -2.73 -6.06
H77 5.35 -7.91 3.95
H78 10.42 -10.72 5.26
H79 -0.15 5.88 3.21
H80 0.99 6.72 1.06
H81 -2.61 0.01 0.54
H82 0.49 3.07 1.01
H83 -1.57 0.94 -5.28
H84 -3.99 -3.35 -9.00
H85 -1.32 -1.61 2.51
H86 0.94 0.98 1.43
H87 -2.82 -2.22 -9.69
H88 -4.78 -2.27 -11.12
H89 4.20 5.99 1.43
H90 -2.77 1.91 -2.24
H91 -5.88 -2.01 -7.63
H92 5.17 -3.36 6.93
H93 5.89 -1.25 4.76
H94 10.77 -9.15 4.56
H95 8.91 -8.19 2.13
H96 -7.81 -0.04 0.64
H97 -8.20 -2.02 -10.28
H98 2.24 -3.45 6.39
H99 -2.10 7.05 0.54
H100 -3.77 -1.76 -8.28
H101 -0.59 0.28 3.80
H102 -8.01 -0.26 -12.10
H103 0.87 -2.05 4.83
H104 8.20 -10.80 4.42
H105 10.38 -7.16 3.79

Values from the calculation:
**Net charge**: +1
**E**: -3894.46655 a.u.
**Gap between HOMO and LUMO**: 6.39 eV
**E_HOMO**: -0.337 Ha

Here are the Mulliken charges for atoms 1 to 5, given in e:
1 S 0.04
2 S -0.18
3 F -0.27
4 F -0.30
5 O -0.52

---

DFT (ωB97M-V/def2-TZVPD) results for a structure of composition C4H8MgO3 at a distorted geometry.

Positions of all 16 atoms, in Å:
Mg1 -0.58 1.07 1.57
O1 -0.56 1.09 -0.59
O2 2.29 -0.88 -0.14
O3 0.07 -0.95 1.25
C1 0.53 0.38 -1.14
C2 -1.35 1.82 -1.50
C3 1.22 -0.33 0.02
C4 0.35 -2.01 2.13
H1 1.17 -1.84 2.84
H2 1.24 1.06 -1.64
H3 -2.11 2.34 -0.89
H4 -0.74 2.56 -2.04
H5 0.17 -0.37 -1.86
H6 -1.83 1.14 -2.22
H7 0.70 -2.86 1.52
H8 -0.57 -2.22 2.69

Values from the calculation:
**E**: -582.90099 a.u.
**Gap between HOMO and LUMO (alpha / beta)**: 6.50 / 5.01 eV
**ΔE to the lowest compared entry with this formula, charge and spin**: 219.9 kJ/mol
**E_HOMO (alpha / beta)**: -0.225 / -0.213 Ha

Here are the Mulliken charges for atoms 1 to 5, given in e:
1 Mg 0.20
2 O -0.06
3 O -0.46
4 O -0.40
5 C -0.05

---

DFT (ωB97M-V/def2-TZVPD) results for a cluster of 9 separate species, C3H25NO9 in total at a distorted geometry.

Positions of all 38 atoms, in Å:
O1 -1.74 0.38 1.81
O2 2.39 -1.34 2.37
O3 2.35 0.45 0.08
O4 1.06 0.30 -3.02
O5 -1.48 1.50 -1.95
O6 -2.10 -2.26 -0.42
O7 0.57 -2.46 0.59
O8 0.93 -2.39 -2.13
O9 -2.36 -0.96 -2.91
N1 0.53 1.33 2.81
C1 0.78 2.97 0.84
C2 -1.41 1.67 1.30
C3 -0.15 2.29 1.89
H1 -1.58 -1.14 -3.44
H2 1.09 0.67 2.28
H3 -1.57 -1.82 0.25
H4 0.74 4.07 0.83
H5 -2.03 2.27 -1.77
H6 -2.35 2.20 1.57
H7 2.98 -2.06 2.11
H8 -1.39 0.33 2.71
H9 1.66 -3.00 -2.22
H10 0.70 -0.60 -2.95
H11 0.42 -1.54 0.32
H12 0.30 0.84 -2.77
H13 1.18 1.92 3.33
H14 1.68 0.23 -0.58
H15 2.95 -0.59 2.15
H16 -2.73 -2.78 0.11
H17 0.13 -2.88 -2.36
H18 -1.99 0.74 -1.64
H19 1.83 2.82 0.94
H20 0.35 2.72 -0.12
H21 -2.20 -1.33 -2.02
H22 3.03 0.98 -0.35
H23 1.39 -2.20 1.08
H24 -0.45 3.11 2.59
H25 -1.31 1.61 0.20

Values from the calculation:
**E**: -861.16882 a.u.
**SMILES string**: C[C@H](N)CO.O.O.O.O.O.O.O.O
**Gap between HOMO and LUMO**: 9.90 eV
**ΔE to the lowest compared entry with this formula, charge and spin**: 105.7 kJ/mol
**E_HOMO**: -0.354 Ha

Here are the Mulliken charges for atoms 1 to 5, given in e:
1 O -0.50
2 O -0.67
3 O -0.50
4 O -0.65
5 O -0.63

---

DFT (ωB97M-V/def2-TZVPD) results for an isolated molecule of CH2N2OS at a distorted geometry.

Positions of all 7 atoms, in Å:
S1 0.19 0.29 -0.18
O1 0.20 1.58 0.37
N1 1.48 -0.84 0.33
N2 -2.46 -0.79 -0.04
C1 -1.42 -0.38 -0.02
H1 1.83 -0.21 1.12
H2 0.18 0.35 -1.59

Values from the calculation:
**E**: -622.06751 a.u.
**SMILES string**: N#C[S@H](=N)=O
**Gap between HOMO and LUMO**: 9.59 eV
**ΔE to the lowest compared entry with this formula, charge and spin**: 289.2 kJ/mol
**E_HOMO**: -0.368 Ha

Here are the Mulliken charges for atoms 1 to 5, given in e:
1 S 0.50
2 O -0.46
3 N -0.55
4 N -0.22
5 C 0.29

---

DFT (ωB97M-V/def2-TZVPD) results for a structure of composition C37H35N6O4W at a distorted geometry.

Positions of all 83 atoms, in Å:
W1 -0.02 0.47 -0.16
O1 -0.09 0.60 -2.09
O2 1.13 -1.51 -0.94
O3 0.55 -2.01 3.88
O4 -0.11 0.25 2.18
N1 -2.13 0.42 -0.30
N2 1.84 0.38 0.53
N3 -0.52 2.37 0.42
N4 1.78 1.24 -0.57
N5 -0.58 -1.87 0.42
N6 1.30 -3.42 0.24
C1 1.25 0.59 -4.11
C2 -4.45 0.06 0.44
C3 -3.22 -0.45 0.00
C4 2.12 0.86 1.83
C5 -5.29 -2.21 0.65
C6 1.12 0.71 -2.71
C7 0.86 -4.35 1.20
C8 4.65 1.09 -1.60
C9 0.43 -4.09 2.51
C10 2.51 0.61 -4.64
C11 3.51 1.66 3.60
C12 -1.31 0.60 2.90
C13 2.53 -3.75 -0.51
C14 5.90 1.08 -2.15
C15 3.66 0.76 -3.81
C16 3.50 0.92 -2.41
C17 0.49 -2.97 3.25
C18 -4.75 1.52 0.72
C19 -3.01 -1.84 -0.02
C20 3.34 1.35 2.26
C21 0.68 -2.28 -0.10
C22 -0.45 4.56 -0.06
C23 -4.04 -2.70 0.31
C24 -1.45 -2.39 -1.92
C25 -2.37 1.60 -0.85
C26 -1.46 4.01 -0.85
C27 2.49 1.47 4.51
C28 6.06 0.91 -3.55
C29 -1.50 2.66 -0.54
C30 4.97 0.75 -4.35
C31 1.25 0.99 4.09
C32 -1.70 -2.47 -0.42
C33 2.19 0.91 -1.89
C34 -5.70 2.16 -0.30
C35 1.09 0.71 2.75
C36 0.12 3.53 0.68
C37 -5.47 -0.85 0.73
H1 -0.60 -3.00 -2.23
H2 2.68 -4.82 -0.44
H3 0.95 3.56 1.37
H4 -3.24 1.75 -1.48
H5 -1.31 1.67 3.10
H6 -5.28 2.14 -1.31
H7 -1.74 -3.52 -0.15
H8 4.52 1.23 -0.54
H9 -1.27 -1.37 -2.26
H10 7.05 0.90 -3.98
H11 0.37 0.45 -4.72
H12 -0.15 5.60 -0.02
H13 -6.10 -2.89 0.89
H14 4.47 2.05 3.93
H15 1.00 -5.38 0.92
H16 -2.09 4.52 -1.55
H17 2.63 1.71 5.56
H18 -2.14 0.33 2.26
H19 2.42 -3.45 -1.55
H20 2.65 0.50 -5.71
H21 0.06 -4.93 3.08
H22 -2.34 -2.77 -2.41
H23 3.38 -3.23 -0.08
H24 6.77 1.21 -1.53
H25 -6.43 -0.45 1.06
H26 -3.87 -3.77 0.28
H27 -0.75 -2.15 1.39
H28 -3.84 2.11 0.81
H29 5.09 0.63 -5.42
H30 -6.65 1.63 -0.34
H31 4.14 1.48 1.55
H32 0.45 0.86 4.80
H33 -1.35 0.02 3.83
H34 -5.90 3.20 -0.04
H35 -5.23 1.56 1.70

Values from the calculation:
**Net charge**: +1
**E**: -2127.27415 a.u.
**⟨S²⟩**: 2.043
**Gap between HOMO and LUMO (alpha / beta)**: 6.50 / 6.27 eV
**Spin multiplicity**: 3
**ΔE to the lowest compared entry with this formula, charge and spin**: 454.5 kJ/mol
**E_HOMO (alpha / beta)**: -0.352 / -0.354 Ha

Here are the Mulliken charges for atoms 1 to 5, given in e:
1 W 1.09
2 O -0.27
3 O -0.49
4 O -0.33
5 O 1.07